1.
Molecular formula: CH3ClN3S
Method: DFT, wB97M-V/def2-TZVPD

Results
Spin multiplicity   1
Net charge   +1
Gap between HOMO and LUMO   6.90 eV
LUMO energy   -7.090 eV

Geometry as XYZ:
```
9
Properties=species:S:1:pos:R:3:forces:R:3:nbo_charge:R:1
C 1.60212 -0.37682 -0.74009 0.50 1.11 3.98 -0.131
N -2.32160 1.37555 0.82241 1.61 1.35 -0.37 -0.487
N -0.83753 0.05625 -0.31402 -0.28 -0.27 -1.43 -0.212
N -1.68995 0.67393 0.08319 -0.45 -0.26 2.22 0.308
S 1.83108 -1.14388 0.83177 0.62 1.10 -2.38 0.371
Cl 2.02596 1.26677 -0.82915 -0.27 -1.82 -0.19 0.271
H 0.92395 -0.78030 -1.44767 0.15 -0.61 -1.19 0.271
H -3.25247 1.36348 1.13600 -1.46 -0.71 -0.39 0.426
H 1.71843 -2.43497 0.45757 -0.42 0.11 -0.25 0.183
```
Forces are in eV/Å.

=====

2.
Molecular formula: C6H10O
Method: DFT, wB97M-V/def2-TZVPD

Results
Spin multiplicity   1
Structure (SMILES)   CC/C=C\CC=O
Gap between HOMO and LUMO   10.18 eV
LUMO energy   0.961 eV

Geometry as XYZ:
```
17
Properties=species:S:1:pos:R:3:forces:R:3:nbo_charge:R:1
C -2.38083 0.43668 0.50858 -0.15 0.05 0.04 -0.595
C -1.25761 -0.34228 -0.18474 0.05 -0.01 -0.01 -0.448
C -0.13459 -0.36951 0.81080 0.11 0.16 0.10 -0.130
O 1.53230 -1.50976 -1.64352 0.42 0.39 -0.03 -0.530
C 2.18159 -0.69815 -1.03032 -0.10 -0.23 -0.24 0.454
C 1.65094 0.65774 -0.60374 -0.04 0.02 -0.10 -0.547
C 1.04005 0.25292 0.71729 -0.10 -0.22 0.13 -0.219
H -2.01230 1.43246 0.77984 -0.15 -0.11 -0.07 0.206
H -2.66156 -0.06882 1.44001 -0.05 0.10 -0.15 0.202
H -3.27575 0.54821 -0.10869 0.10 -0.06 0.01 0.211
H -0.96827 0.14648 -1.12067 -0.01 -0.10 0.20 0.208
H -1.58949 -1.35271 -0.45454 0.08 0.12 0.13 0.220
H -0.37938 -0.86225 1.75080 -0.04 0.26 0.04 0.199
H 3.17960 -0.95556 -0.61577 -0.04 -0.04 -0.16 0.107
H 2.45383 1.39334 -0.49345 -0.11 -0.16 0.04 0.222
H 0.92041 1.01898 -1.33282 0.09 -0.10 0.16 0.232
H 1.70106 0.27223 1.58094 -0.06 -0.08 -0.10 0.208
```
Forces are in eV/Å.